1.
Below is 2 unconnected molecules or ions with the total composition C4H5N3O in a non-equilibrium geometry, with properties calculated with ωB97M-V with the def2-TZVPD basis set.

Geometry as XYZ:
```
13
Properties=species:S:1:pos:R:3
O -0.77 1.11 -0.06
C 0.34 0.69 -0.12
C 0.83 -0.59 0.59
C 2.27 -0.71 0.10
N 2.49 0.35 -0.67
N 1.42 1.19 -0.68
H 0.71 -0.57 1.78
H 0.13 -1.41 0.32
H 3.13 -1.37 0.21
H 1.63 2.02 -1.25
C -4.00 -0.23 -0.09
N -4.75 -1.02 -0.34
H -3.41 0.53 0.21
```

Gap between HOMO and LUMO: 10.38 eV
E: -10744.688 eV
Energy above the lowest of the compared OMol25 structures with the same formula, charge and spin: 67.5 kcal per mole
Maximum force: 3.90 eV/Å
Highest occupied orbital energy: -9.746 eV

2.
Below is a molecular structure, C32H31N7O2SZr in a non-equilibrium geometry, with properties calculated with ωB97M-V with the def2-TZVPD basis set.

Geometry as XYZ:
```
74
Properties=species:S:1:pos:R:3
Zr 0.79 0.26 -0.16
N 2.25 5.22 -6.61
C 2.00 4.37 -5.60
C 1.36 4.83 -4.42
C 1.11 3.98 -3.38
C 1.47 2.63 -3.52
C 2.11 2.14 -4.67
C 2.36 3.00 -5.70
S 1.30 1.60 -2.22
O 1.43 0.18 -2.56
O -0.04 1.74 -1.52
N 2.24 1.81 -0.93
C 3.35 0.95 -0.76
N 3.02 -0.13 -0.02
C 4.02 -0.96 0.34
C 5.30 -0.73 -0.08
C 5.51 0.37 -0.91
N 4.53 1.22 -1.25
H 2.01 6.19 -6.54
H 2.72 4.91 -7.44
H 1.07 5.87 -4.34
H 0.62 4.34 -2.48
H 2.38 1.09 -4.75
H 2.83 2.64 -6.61
H 3.76 -1.80 0.96
H 6.11 -1.39 0.22
H 6.49 0.58 -1.32
C -4.06 -0.04 1.28
C -4.27 -1.24 2.17
C -5.37 -1.30 3.02
C -5.58 -2.39 3.85
C -4.68 -3.45 3.86
C -3.57 -3.40 3.04
C -3.38 -2.31 2.20
N -2.21 -2.28 1.36
C -1.19 -1.43 1.51
N -1.22 -0.59 2.55
C -0.43 0.58 2.77
C 0.38 1.15 1.77
C 1.05 2.35 2.11
C 0.88 2.95 3.33
C 0.07 2.35 4.29
C -0.59 1.15 4.03
C -1.46 0.51 5.09
N -0.17 -1.38 0.64
C -0.24 -2.06 -0.63
C -1.05 -1.53 -1.65
C -1.07 -2.12 -2.90
C -0.28 -3.23 -3.13
C 0.53 -3.75 -2.12
C 0.56 -3.19 -0.86
C 1.38 -3.82 0.24
H -5.01 0.45 1.06
H -3.62 -0.32 0.32
H -3.41 0.71 1.74
H -6.09 -0.49 3.01
H -6.46 -2.42 4.49
H -4.84 -4.31 4.50
H -2.84 -4.21 3.03
H -2.08 -3.02 0.69
H -1.96 -0.76 3.20
H 1.70 2.83 1.39
H 1.38 3.89 3.56
H -0.05 2.81 5.26
H -1.33 1.02 6.05
H -1.20 -0.54 5.25
H -2.53 0.57 4.84
H -1.67 -0.67 -1.44
H -1.70 -1.71 -3.68
H -0.29 -3.70 -4.11
H 1.13 -4.63 -2.33
H 2.08 -4.55 -0.16
H 0.74 -4.33 0.97
H 1.94 -3.08 0.81
```

Gap between HOMO and LUMO: 7.18 eV
E: -60317.560 eV
Maximum force: 1.24 eV/Å
Net charge: +2
Highest occupied orbital energy: -13.296 eV

3.
Below is 2 unconnected molecules or ions with the total composition C2H7NO2, with properties calculated with ωB97M-V with the def2-TZVPD basis set.

Geometry as XYZ:
```
12
Properties=species:S:1:pos:R:3
N 0.91 0.60 -0.65
C 1.63 0.02 0.35
O 2.79 -0.33 0.25
H 1.46 1.07 -1.36
H -0.06 0.84 -0.50
H 1.05 -0.13 1.28
C -2.36 -0.66 0.52
O -2.02 0.41 -0.37
H -1.44 -1.17 0.76
H -3.06 -1.34 0.05
H -2.80 -0.26 1.44
H -2.81 0.94 -0.48
```

Gap between HOMO and LUMO: 10.31 eV
E: -7772.413 eV
Energy above the lowest of the compared OMol25 structures with the same formula, charge and spin: 25.7 kcal per mole
Maximum force: 0.53 eV/Å
Highest occupied orbital energy: -9.741 eV

4.
Below is 2 unconnected molecules or ions with the total composition C18H21NO in a non-equilibrium geometry, with properties calculated with ωB97M-V with the def2-TZVPD basis set.

Geometry as XYZ:
```
41
Properties=species:S:1:pos:R:3
C 2.27 -0.36 -0.54
C 1.64 -1.49 0.36
C 0.66 -0.86 1.27
C 0.09 0.35 1.19
N -0.36 0.80 2.47
C -0.17 -0.25 3.40
C -0.38 -0.34 4.80
C -0.14 -1.58 5.48
C 0.45 -2.66 4.68
C 0.78 -2.54 3.31
C 0.44 -1.36 2.61
H 1.99 -0.50 -1.60
H 3.39 -0.39 -0.34
H 1.86 0.62 -0.25
H 1.29 -2.38 -0.14
H 2.49 -1.88 0.98
H 0.06 0.85 0.42
H -1.10 1.49 2.48
H -0.68 0.59 5.50
H -0.42 -1.66 6.50
H 0.52 -3.61 5.11
H 1.27 -3.36 2.70
C -2.71 -1.52 -3.03
C -1.51 -1.10 -2.27
C -0.95 0.27 -2.68
C -0.32 0.46 -3.92
C 0.25 1.66 -4.28
C 0.28 2.68 -3.29
O 0.95 3.86 -3.71
C -0.43 2.54 -2.10
C -1.07 1.34 -1.78
H -2.45 -1.58 -4.10
H -3.46 -0.64 -2.89
H -3.12 -2.41 -2.63
H -1.81 -0.97 -1.24
H -0.60 -1.73 -1.99
H -0.20 -0.41 -4.49
H 0.85 1.77 -5.11
H 1.91 3.74 -3.61
H -0.38 3.24 -1.40
H -1.46 1.31 -0.81
```

Gap between HOMO and LUMO: 8.70 eV
E: -22541.393 eV
Energy above the lowest of the compared OMol25 structures with the same formula, charge and spin: 97.5 kcal per mole
Maximum force: 10.02 eV/Å
Highest occupied orbital energy: -7.993 eV

5.
Below is a single C5H13N molecule in a non-equilibrium geometry, with properties calculated with ωB97M-V with the def2-TZVPD basis set.

Geometry as XYZ:
```
19
Properties=species:S:1:pos:R:3
C -0.37 2.13 -0.52
C -0.52 0.88 0.32
N 0.50 -0.11 -0.04
C 1.62 0.14 0.87
C 0.04 -1.52 0.07
C -1.03 -1.79 -1.00
H -0.49 1.81 -1.54
H 0.67 2.46 -0.40
H -0.93 3.02 -0.22
H -0.58 0.94 1.42
H -1.61 0.61 0.25
H 2.38 -0.65 0.91
H 2.11 1.08 0.60
H 1.43 0.35 1.94
H 0.94 -2.14 -0.03
H -0.29 -1.69 1.11
H -1.63 -2.69 -0.84
H -1.72 -0.95 -0.94
H -0.53 -1.88 -1.96
```

Gap between HOMO and LUMO: 9.93 eV
E: -6884.881 eV
Energy above the lowest of the compared OMol25 structures with the same formula, charge and spin: 30.3 kcal per mole
Maximum force: 2.31 eV/Å
Highest occupied orbital energy: -8.714 eV

6.
Below is a molecular structure, C19H23N7O4RhS2 in a non-equilibrium geometry, with properties calculated with ωB97M-V with the def2-TZVPD basis set.

Geometry as XYZ:
```
56
Properties=species:S:1:pos:R:3
Rh -0.52 -0.80 0.80
N 1.02 -2.24 4.25
C -0.29 -2.44 4.63
C -1.05 -2.18 3.54
N -0.22 -1.87 2.49
C 1.02 -1.88 2.96
C 2.07 -1.42 2.07
N 1.70 -0.74 1.00
C 2.83 -0.55 0.25
C 3.89 -1.10 0.89
N 3.40 -1.66 2.05
H 1.82 -2.28 4.86
H -0.56 -2.75 5.63
H -2.12 -2.24 3.40
H 2.80 -0.03 -0.70
H 4.93 -1.16 0.63
H 3.93 -2.20 2.70
C 4.79 1.29 -4.27
C 3.48 0.84 -3.70
C 2.66 1.71 -2.99
C 1.45 1.29 -2.45
C 1.06 -0.03 -2.64
C 1.85 -0.92 -3.35
C 3.05 -0.48 -3.88
S -0.42 -0.63 -1.91
O -1.35 -0.95 -2.94
O -0.82 0.40 -0.89
N 0.00 -1.82 -0.93
C -0.75 -3.07 -1.07
C -2.06 -2.95 -0.29
O -2.95 -3.76 -0.34
O -2.15 -1.89 0.51
H 5.00 2.33 -4.02
H 4.79 1.20 -5.35
H 5.61 0.68 -3.89
H 2.97 2.74 -2.85
H 0.82 1.97 -1.89
H 1.53 -1.94 -3.50
H 3.67 -1.17 -4.43
H -0.16 -3.88 -0.65
H -1.00 -3.29 -2.10
S -1.32 0.78 2.40
C -2.53 1.79 1.69
N -2.93 1.73 0.44
C -3.95 2.61 -0.14
C -4.92 3.04 0.94
C -4.14 3.62 2.11
N -3.11 2.67 2.52
H -2.45 1.08 -0.17
H -4.46 2.05 -0.92
H -3.47 3.47 -0.60
H -5.51 2.18 1.28
H -5.61 3.78 0.55
H -4.79 3.80 2.96
H -3.68 4.58 1.83
H -2.80 2.66 3.48
```

Gap between HOMO and LUMO: 8.42 eV
E: -63372.011 eV
Energy above the lowest of the compared OMol25 structures with the same formula, charge and spin: 11.7 kcal per mole
Maximum force: 1.06 eV/Å
Net charge: +1
Highest occupied orbital energy: -11.067 eV

7.
Below is 11 unconnected molecules or ions with the total composition F6H20O10P in a non-equilibrium geometry, with properties calculated with ωB97M-V with the def2-TZVPD basis set.

Geometry as XYZ:
```
37
Properties=species:S:1:pos:R:3
P 19.14 -3.17 20.37
F 17.93 -2.03 20.11
F 18.10 -4.00 21.34
F 18.65 -4.03 19.13
F 20.32 -4.23 20.70
F 20.20 -2.51 19.38
F 19.56 -2.27 21.76
O 16.62 -4.76 17.36
H 16.34 -4.07 16.75
H 17.32 -4.35 17.87
O 15.22 -3.65 22.08
H 14.64 -3.08 21.57
H 15.69 -4.17 21.42
O 18.44 -2.53 17.11
H 19.13 -2.43 17.77
H 17.68 -2.09 17.49
O 19.24 -6.82 21.05
H 18.46 -6.26 21.09
H 19.91 -6.27 20.65
O 16.99 -1.54 22.80
H 16.43 -2.25 22.49
H 17.62 -1.40 22.10
O 20.28 0.31 21.10
H 20.95 0.70 20.53
H 20.29 -0.62 20.87
O 16.66 0.95 19.79
H 15.80 0.93 20.22
H 16.78 0.06 19.44
O 21.55 -4.48 17.66
H 20.74 -4.43 18.17
H 21.84 -3.57 17.58
O 15.83 -1.37 18.05
H 15.08 -0.97 17.62
H 15.49 -1.70 18.88
O 20.03 -3.58 23.85
H 19.92 -4.42 23.40
H 19.61 -2.95 23.27
```

Gap between HOMO and LUMO: 9.62 eV
E: -46402.698 eV
Energy above the lowest of the compared OMol25 structures with the same formula, charge and spin: 32.6 kcal per mole
Maximum force: 2.95 eV/Å
Net charge: -1
Highest occupied orbital energy: -7.642 eV